# 1
Density functional theory data (ωB97M-V/def2-TZVPD) for one molecule with the formula C4H3N3O2.

The HOMO-LUMO gap comes out at 9.7186 eV. Its charge is 0. The calculation puts the energy above the lowest of the compared OMol25 structures with the same formula, charge and spin at 55.12 kcal per mole. Its SMILES is [H]/N=c1\ncc(=O)nco1.

Last column: Mulliken charge in e.
Geometry (Å):
H  -1.548  2.617  0.801  0.29
N  -1.803  1.526  0.620  -0.56
C  -0.866  0.863  0.061  0.59
N  0.357  1.229  -0.392  -0.37
C  1.386  0.638  -0.420  -0.09
C  1.452  -0.872  0.201  0.47
O  2.018  -1.112  1.294  -0.50
N  0.476  -1.830  -0.174  -0.40
C  -0.721  -1.540  -0.483  0.15
O  -1.453  -0.438  -0.209  -0.33
H  2.164  1.323  -0.769  0.42
H  -1.463  -2.406  -0.529  0.32

Atoms 1-6, force components in eV/Å:
-0.38 -3.47 -0.73
2.26 3.33 0.26
-4.01 -0.62 0.96
-5.68 3.51 0.19
5.38 -4.04 0.20
-0.24 -0.16 4.06

***

# 2
Density functional theory data (ωB97M-V/def2-TZVPD) for C14H21O3PS2Zn as an isolated structure.

As for the multiplicity: 2. Its expectation value of S² is 0.7564. The HOMO-LUMO gap (spin up / spin down) comes out at 5.9675 / 7.4857 eV. Its charge is -1.

Last column: Mulliken spin population.
Geometry (Å):
Zn  -0.163  0.157  0.529  -0.02
C  -5.481  1.067  -3.331  0.00
C  -4.446  0.269  -2.567  0.04
O  -3.832  1.112  -1.597  0.01
P  -2.208  1.191  -1.373  0.35
S  -0.379  2.367  -0.148  0.54
S  -1.564  -0.762  -1.227  0.05
O  -1.909  1.636  -2.937  0.00
C  -0.606  1.661  -3.497  -0.01
C  -0.204  3.088  -3.807  0.01
H  -5.985  0.435  -4.067  0.00
H  -5.002  1.900  -3.847  0.00
H  -6.227  1.472  -2.644  0.00
H  -3.693  -0.136  -3.246  0.00
H  -4.909  -0.571  -2.043  0.00
H  -0.629  1.048  -4.402  0.00
H  0.114  1.223  -2.804  0.00
H  -0.890  3.540  -4.528  0.00
H  0.809  3.111  -4.216  0.00
H  -0.223  3.671  -2.886  0.00
C  2.122  -2.078  -1.338  0.00
C  1.945  -0.670  -1.862  0.00
O  1.778  0.194  -0.739  0.02
H  2.267  -2.779  -2.163  0.00
H  1.230  -2.372  -0.781  0.00
H  2.980  -2.129  -0.665  0.00
H  1.062  -0.622  -2.505  0.00
H  2.819  -0.355  -2.441  0.00
H  1.498  1.084  -1.024  0.00
C  0.231  -0.831  2.175  0.00
C  0.495  -1.421  3.205  0.01
C  0.806  -2.117  4.420  0.00
C  0.939  -3.510  4.438  0.00
C  1.240  -4.179  5.615  0.00
C  1.413  -3.475  6.800  0.00
C  1.283  -2.092  6.795  0.00
C  0.983  -1.419  5.620  0.00
H  0.802  -4.057  3.514  0.00
H  1.337  -5.258  5.606  0.00
H  1.646  -3.999  7.719  0.00
H  1.415  -1.533  7.714  0.00
H  0.882  -0.342  5.615  0.00

Atoms 1-6, force components in eV/Å:
-0.04 0.12 -0.15
0.02 0.02 0.03
0.03 -0.06 -0.10
-0.19 0.05 0.12
0.06 0.07 -0.22
-0.03 -0.23 0.03

***

# 3
Density functional theory data (ωB97M-V/def2-TZVPD) for C27H40F3IrN8 as an isolated structure.

As for the multiplicity: 2. Its expectation value of S² is 0.7745. The HOMO-LUMO gap (spin up / spin down) comes out at 5.2687 / 5.5713 eV. Its charge is +3. The calculation puts the energy above the lowest of the compared OMol25 structures with the same formula, charge and spin at 55.38 kcal per mole.

Last column: Mulliken spin population.
Geometry (Å):
Ir  0.525  0.065  0.352  0.72
C  -0.205  0.660  3.675  0.00
N  0.713  -0.187  2.916  -0.05
C  0.456  -1.602  3.186  0.01
C  2.099  0.145  3.258  0.02
C  3.070  -0.073  2.130  -0.04
C  4.424  -0.222  2.436  0.01
C  5.370  -0.292  1.435  -0.03
C  4.976  -0.214  0.108  0.01
C  3.626  -0.079  -0.209  -0.01
C  2.660  -0.026  0.790  0.12
H  -0.047  0.543  4.754  0.00
H  -1.238  0.394  3.460  0.00
H  -0.054  1.707  3.414  0.00
H  0.545  -1.827  4.255  0.00
H  1.178  -2.213  2.644  0.00
H  -0.552  -1.862  2.873  0.00
H  2.426  -0.425  4.137  0.00
H  2.157  1.203  3.539  0.00
H  4.724  -0.259  3.471  0.00
H  6.415  -0.399  1.684  0.00
H  5.706  -0.257  -0.685  0.00
H  3.357  -0.007  -1.256  0.01
C  -3.592  -3.332  1.097  0.00
N  -2.241  -3.594  0.673  0.00
C  -1.907  -4.987  0.444  0.00
C  -0.455  -4.955  -0.011  0.00
N  -0.168  -3.539  -0.073  0.00
C  1.123  -3.112  -0.521  0.01
C  -1.217  -2.771  0.319  0.02
N  -1.150  -1.456  0.311  0.02
C  -2.284  -0.620  0.645  -0.01
C  -2.266  0.757  -0.036  0.02
N  -1.117  1.568  0.301  0.01
C  -1.151  2.882  0.209  0.01
N  -0.059  3.637  0.482  -0.01
C  1.261  3.199  0.815  0.03
C  -0.301  5.051  0.323  0.00
C  -1.778  5.104  -0.047  0.00
N  -2.176  3.711  -0.129  0.00
C  -3.561  3.468  -0.441  0.00
H  -3.981  -4.236  1.565  0.00
H  -4.239  -3.100  0.245  0.00
H  -3.644  -2.528  1.826  0.00
H  -2.577  -5.417  -0.310  0.00
H  -2.044  -5.559  1.367  0.00
H  -0.304  -5.419  -0.989  0.00
H  0.222  -5.446  0.697  0.00
H  1.899  -3.669  0.012  0.00
H  1.254  -2.032  -0.328  0.04
H  1.243  -3.302  -1.594  0.00
H  -2.314  -0.451  1.730  0.00
H  -3.221  -1.084  0.338  0.01
H  -3.198  1.232  0.275  0.01
H  -2.282  0.611  -1.123  0.00
H  1.232  2.161  1.176  0.01
H  1.669  3.846  1.595  0.00
H  1.929  3.251  -0.051  0.00
H  0.344  5.467  -0.458  0.00
H  -0.074  5.582  1.255  0.00
H  -1.951  5.599  -1.008  0.00
H  -2.379  5.622  0.708  0.00
H  -3.984  4.393  -0.834  0.00
H  -4.133  3.201  0.453  0.00
H  -3.682  2.699  -1.201  0.00
F  -0.049  -0.983  -6.918  0.00
C  0.339  0.189  -6.424  0.00
F  1.539  0.480  -6.923  0.00
F  -0.521  1.125  -6.844  0.00
C  0.368  0.176  -4.902  0.00
C  -0.178  -0.880  -4.185  0.00
C  -0.158  -0.808  -2.803  0.00
N  0.365  0.214  -2.129  0.03
C  0.879  1.226  -2.826  0.00
C  0.904  1.256  -4.211  0.00
H  -0.598  -1.733  -4.694  0.00
H  -0.589  -1.602  -2.213  0.00
H  1.287  2.047  -2.257  0.00
H  1.336  2.090  -4.741  0.00

Atoms 1-6, force components in eV/Å:
0.23 -0.28 0.65
-0.54 0.42 0.11
-0.18 0.19 -2.06
-0.17 -0.58 -0.04
0.85 0.28 -0.07
-0.26 -0.05 0.74

***

# 4
Density functional theory data (ωB97M-V/def2-TZVPD) for C4H20BO18 as an isolated structure.

The HOMO-LUMO gap comes out at 7.3428 eV. Its charge is -1. The calculation puts the energy above the lowest of the compared OMol25 structures with the same formula, charge and spin at 360.46 kcal per mole.

Last column: Mulliken charge in e.
Geometry (Å):
O  1.471  -2.695  -0.488  -0.64
C  0.737  -1.736  -0.322  0.80
O  0.908  -0.689  0.504  -0.73
B  -0.056  0.407  0.356  2.20
O  -0.824  -0.114  -0.845  -0.89
C  -0.491  -1.389  -1.181  0.09
O  -1.013  -2.142  -2.092  -0.57
O  0.612  1.652  0.107  -0.75
C  0.127  2.633  0.942  0.70
O  0.584  3.813  1.014  -0.55
C  -0.847  1.911  1.938  0.37
O  -0.988  0.671  1.490  -0.76
O  -1.432  2.417  2.877  -0.65
O  -3.021  3.354  2.096  -0.73
H  -3.716  3.478  2.742  0.18
H  -2.282  3.012  2.601  0.49
O  3.550  -2.864  -1.598  -0.70
H  3.683  -3.150  -0.694  0.28
H  2.611  -2.690  -1.659  0.75
O  3.213  -0.772  0.335  -0.51
H  4.066  -0.877  0.757  0.26
H  2.619  -1.313  0.856  0.24
O  -2.772  0.829  -1.329  -0.57
H  -1.821  0.902  -1.412  0.41
H  -3.040  1.650  -0.916  0.29
O  -2.941  -2.655  -1.566  -0.75
H  -3.392  -2.788  -2.400  0.24
H  -2.015  -2.596  -1.801  0.56
O  0.326  -3.751  -2.234  -0.94
H  -0.029  -3.258  -1.493  0.35
H  0.825  -3.106  -2.734  0.49
O  -1.142  -2.193  1.464  -0.61
H  -1.697  -2.500  2.181  0.35
H  -1.451  -1.306  1.284  0.20
O  1.700  -2.203  -2.964  -0.55
H  2.028  -1.617  -3.646  0.29
H  1.458  -1.621  -2.243  0.31
O  -0.751  4.400  2.789  -0.56
H  -0.898  3.857  2.014  0.32
H  -0.752  5.297  2.456  0.22
O  2.540  3.506  0.798  -0.71
H  2.473  3.175  1.693  0.29
H  1.837  3.061  0.324  0.49

Atoms 1-6, force components in eV/Å:
-1.89 2.57 3.23
0.31 0.09 0.91
-0.72 -1.07 0.34
-0.04 -1.47 -0.97
2.20 -2.88 -0.24
-2.30 -0.09 -2.82

***

Number 1: molar mass 125.1 g mol⁻¹. Number 2: molar mass 397.8 g mol⁻¹. Number 3: molar mass 725.9 g mol⁻¹. Number 4: molar mass 367.0 g mol⁻¹.